42
Properties=species:S:1:pos:R:3:mulliken_charge:R:1 method="wB97M-V/def2-TZVPD" largest_force_ev_per_a=10.60 de_lowest_ev=0.597 homo_lumo_gap_ev=3.00 total_charge=-2
Zn -0.98467 -0.73507 -0.74010 1.763
C -1.25764 0.19668 -3.22384 0.599
O -0.33253 0.40522 -2.32506 -0.954
O -1.06383 -0.55973 -4.26027 -0.804
O -2.23180 -0.35720 -2.53959 -0.716
C -1.61812 -3.20928 -0.99897 0.666
O -1.81170 -2.50105 0.06703 -0.698
O -2.58472 -3.67645 -1.69808 -0.777
O -0.69698 -2.63449 -1.73760 -0.759
C -2.71316 1.41287 1.00861 0.417
O -2.16017 0.56248 0.34573 -0.858
N -2.15106 2.59373 1.38767 -0.304
N -3.99749 1.28901 1.42653 -0.434
H -2.64666 3.36365 1.79569 0.156
H -1.15718 2.73495 1.32753 0.238
H -4.55794 0.47837 1.23205 0.256
H -4.38975 1.96765 2.05136 0.131
C 2.51177 -1.42882 -3.74587 0.462
O 3.59719 -1.97186 -4.03985 -0.807
N 2.22877 -0.95586 -2.51986 -0.163
N 1.54912 -1.17947 -4.65606 -0.205
H 2.92989 -1.15769 -1.83197 0.101
H 1.49549 -0.25977 -2.37240 0.247
H 0.72010 -0.65811 -4.32438 0.254
H 1.62647 -1.50487 -5.59763 0.148
C 1.16865 -1.76979 2.24180 -1.708
C 0.69362 -0.42206 1.73200 1.090
C 1.32185 0.79124 2.42580 -1.216
O 0.66713 2.00968 2.18659 -0.097
C 1.13170 3.07189 2.96648 -0.916
N 0.85930 -0.39409 0.24866 -0.449
H 0.55885 -2.51993 1.73057 0.358
H 0.98562 -1.85879 3.31353 0.457
H 2.20590 -1.95370 1.95282 0.399
H -0.38395 -0.33542 1.89693 -0.140
H 2.39850 0.90358 2.22966 0.382
H 1.27029 0.56005 3.50221 0.439
H 0.69797 4.01236 2.63163 0.257
H 2.20557 3.20701 2.76314 0.343
H 1.04171 2.84200 4.03261 0.337
H 1.70086 -0.92088 0.03266 0.166
H 1.17303 0.56198 0.08223 0.339

***

17
Properties=species:S:1:pos:R:3:mulliken_charge:R:1 method="wB97M-V/def2-TZVPD" largest_force_ev_per_a=6.41 s_squared=0.753 de_lowest_ev=0.422 multiplicity=2 homo_lumo_gap_ev="6.38 / 8.88" total_charge=+1
Sn -0.36360 0.40084 3.31914 0.855
C -1.62541 -1.48910 0.13213 0.667
O -1.70656 -0.60726 0.97252 -0.577
N -2.50405 -1.75395 -0.78080 -0.388
N -0.78360 -2.53024 0.05856 -0.389
H -3.39681 -1.29317 -0.67702 0.226
H -2.25388 -2.37667 -1.53560 0.168
H -0.85437 -3.07957 -0.78603 0.165
H 0.03032 -2.46994 0.65355 0.202
C 1.38687 2.07912 0.24239 0.712
O 0.71517 2.19503 1.20792 -0.658
N 2.66595 1.73621 0.26896 -0.422
N 0.90009 1.87743 -0.91465 -0.373
H 3.26511 1.74364 -0.54409 0.189
H 3.05403 1.75152 1.20130 0.218
H 1.51375 1.65137 -1.68434 0.173
H -0.04303 2.16473 -1.13396 0.231

***

96
Properties=species:S:1:pos:R:3:mulliken_charge:R:1 method="wB97M-V/def2-TZVPD" largest_force_ev_per_a=2.41 homo_lumo_gap_ev=5.70 total_charge=-4
Zn -0.13942 3.28819 -0.83470 1.858
Zn 2.69328 0.47060 2.77285 1.282
C 5.50383 -1.36631 0.19192 0.586
F 4.85708 -1.22927 -0.95065 -0.197
F 4.87781 -2.28928 0.94406 -0.241
F 6.73473 -1.84306 -0.07049 -0.255
S 5.65788 0.19730 1.17257 1.144
O 4.40390 0.23206 1.94558 -0.602
O 6.84478 0.03382 1.98308 -0.732
O 5.77154 1.22869 0.18942 -0.667
C 0.19898 -1.16450 -0.68547 -0.211
F 1.02406 -2.21756 -0.66305 -0.184
F -0.21435 -1.01211 -1.94660 0.145
F -0.82939 -1.42919 0.11102 -0.047
S 1.13997 0.29463 -0.06265 -0.880
O 2.23635 0.36745 -0.98726 -0.499
O 0.25198 1.44169 -0.12012 0.900
O 1.53365 -0.08228 1.27866 0.818
C 1.98836 2.38936 -4.47011 0.559
F 2.92805 2.31969 -5.40715 -0.238
F 0.80708 2.53192 -5.09870 -0.249
F 1.90561 1.22854 -3.82663 -0.190
S 2.37923 3.72023 -3.23937 1.100
O 3.72913 3.47008 -2.83758 -0.667
O 2.13998 4.95367 -3.95522 -0.757
O 1.42066 3.40564 -2.17778 -1.194
C -4.25661 4.39070 0.42397 0.444
F -5.42628 3.85039 0.07900 -0.247
F -3.82735 5.07844 -0.66097 -0.231
F -4.47680 5.26495 1.39765 -0.228
S -2.98818 3.08703 0.90788 1.006
O -2.91357 3.15134 2.32422 -0.458
O -3.48949 1.84984 0.36367 -0.701
O -1.78192 3.64787 0.27417 -0.344
C 0.79185 -3.92919 2.35414 0.282
F 0.96788 -2.60609 2.32282 -0.178
F -0.07806 -4.19143 1.36047 -0.118
F 1.97400 -4.50206 2.05266 -0.289
S 0.24213 -4.68260 4.00331 1.141
O -0.60800 -5.78848 3.58446 -0.716
O 1.51941 -5.11059 4.55730 -0.703
O -0.39035 -3.59591 4.67932 -0.502
C -4.72078 -0.84308 3.00784 0.479
F -3.71372 -0.83709 2.15120 -0.124
F -5.73277 -0.13842 2.42696 -0.257
F -5.17218 -2.10082 3.14924 -0.255
S -4.28803 -0.04492 4.62484 0.988
O -3.14970 -0.82667 5.07282 -0.550
O -3.97297 1.32700 4.29934 -0.541
O -5.46500 -0.17968 5.49229 -0.748
C 2.15814 4.83827 2.74815 0.321
F 1.66788 6.03026 2.37094 -0.205
F 3.37043 5.03437 3.29941 -0.222
F 1.36350 4.33868 3.67062 -0.146
S 2.29864 3.74192 1.28059 0.636
O 2.37396 2.37811 1.80198 -0.312
O 1.01316 3.99202 0.62400 -0.675
O 3.44378 4.12438 0.54609 -0.673
C 1.04735 1.85839 6.55328 0.386
F 0.14056 2.25479 7.43982 -0.209
F 1.70672 2.95897 6.16125 -0.197
F 1.91383 1.04275 7.18370 -0.231
S 0.25249 1.01219 5.10539 1.327
O 1.38382 0.78611 4.15624 -0.533
O -0.40316 -0.13826 5.62414 -0.526
O -0.61342 2.03410 4.60109 -0.642
C -2.57923 -4.94728 -0.64316 -0.627
S -1.65188 -6.07198 -1.68057 0.397
O -2.22055 -5.98260 -3.06080 -0.681
C -0.16068 -5.07549 -1.74339 -0.193
H -3.63659 -5.10475 -0.88322 0.417
H -2.46674 -3.90314 -0.94705 0.023
H -2.42449 -5.07638 0.42531 0.337
H 0.41174 -5.12149 -0.81467 0.298
H -0.45613 -4.03536 -1.85787 -0.527
H 0.48068 -5.42733 -2.54816 0.516
C -2.68322 2.45756 -4.48376 -1.226
S -1.72510 1.48833 -3.31126 0.668
O -1.10646 2.43981 -2.36642 -0.263
C -3.08421 0.76485 -2.40001 -0.686
H -3.12870 1.78580 -5.21566 0.405
H -1.95878 3.11180 -4.96867 0.352
H -3.43844 3.04186 -3.95967 0.339
H -3.59316 1.50263 -1.78522 0.179
H -2.57973 0.06445 -1.72872 -0.007
H -3.71420 0.12013 -3.01509 0.530
C 2.24708 -1.80158 -4.69070 -0.755
S 0.72885 -1.62953 -5.64287 0.600
O 0.87585 -2.11137 -7.05106 -0.768
C -0.20857 -2.95826 -4.86329 -0.494
H 3.01680 -1.22933 -5.20238 0.390
H 2.51406 -2.85210 -4.57844 0.409
H 2.05752 -1.37532 -3.70383 0.026
H -0.44368 -3.79775 -5.50898 0.453
H -1.19949 -2.56833 -4.58699 0.283
H 0.12147 -3.20539 -3.85435 -0.228

***

20
Properties=species:S:1:pos:R:3:mulliken_charge:R:1 method="wB97M-V/def2-TZVPD" largest_force_ev_per_a=1.48 de_lowest_ev=0.836 smiles=ClCCl.ClCCl.ClCCl.ClCCl homo_lumo_gap_ev=11.47 total_charge=0
Cl -0.39101 -6.06466 2.52042 -0.147
C -1.99786 -5.28775 2.86620 -0.242
Cl -2.10846 -4.55854 4.49200 -0.146
H -2.27002 -4.61092 2.05629 0.266
H -2.85015 -5.96716 2.87647 0.269
Cl -2.16101 2.03636 -1.10025 -0.138
C -1.77190 0.96531 0.23682 -0.230
Cl -3.14536 -0.21793 0.49879 -0.161
H -0.85842 0.45483 -0.06827 0.234
H -1.46964 1.47872 1.14959 0.294
Cl -0.96473 6.36302 -5.04379 -0.143
C -0.16939 5.07731 -5.87541 -0.215
Cl 1.60856 5.30090 -5.86447 -0.146
H -0.52189 4.17102 -5.38297 0.259
H -0.55100 5.16975 -6.89223 0.244
Cl 4.32546 0.58240 1.88113 -0.171
C 3.99624 -0.96178 2.81458 -0.258
Cl 2.37448 -1.51320 2.44378 -0.107
H 4.74235 -1.70451 2.53215 0.266
H 4.18375 -0.71317 3.85916 0.271